Record 1
{
  "formula": "C2H3NO4P",
  "method": "ωB97M-V with the def2-TZVPD basis set",
  "species": ["C", "C", "N", "O", "O", "O", "O", "P", "H", "H", "H"],
  "xyz": [[-3.16, -0.09, -0.18], [-0.75, 0.06, 0.18], [-1.95, -0.16, -0.07], [2.67, 0.37, -1.16], [1.42, -1.59, 0.07], [1.65, 0.75, 1.14], [0.14, 0.43, -0.93], [1.57, -0.15, -0.30], [-3.73, -0.94, -0.50], [-0.16, -0.06, 1.07], [2.29, 1.38, 0.67]],
  "nbo_charge": [-0.1000, 0.2915, -0.3637, -1.1733, -1.1566, -1.0330, -0.7754, 2.4519, 0.1365, 0.2280, 0.4941],
  "charge": -1,
  "homo_ha": -0.164,
  "energy_ev": -21093.379,
  "orbital_gap_ev": 8.3,
  "relative_energy_kcal_mol": 4.55
}



Record 2
{
  "formula": "C5H7NO",
  "method": "ωB97M-V with the def2-TZVPD basis set",
  "species": ["O", "C", "C", "C", "C", "C", "N", "H", "H", "H", "H", "H", "H", "H"],
  "xyz": [[1.93, -1.56, -0.61], [2.36, -0.22, -0.45], [1.19, 0.64, -0.18], [0.06, 1.02, -0.05], [-1.38, 1.10, 0.06], [-2.00, -0.25, -0.02], [-2.04, 0.50, 1.22], [1.45, -1.81, 0.19], [3.11, -0.14, 0.35], [2.83, 0.06, -1.39], [-1.89, 1.96, -0.36], [-1.29, -1.07, -0.12], [-2.95, -0.39, -0.53], [-1.35, 0.15, 1.88]],
  "nbo_charge": [-0.6943, -0.1339, -0.0407, -0.0230, -0.1650, -0.2302, -0.5586, 0.4648, 0.1870, 0.2105, 0.2265, 0.1978, 0.2031, 0.3560],
  "homo_ha": -0.340,
  "smiles": "OCC#C[C@H]1CN1",
  "energy_ev": -8832.596,
  "orbital_gap_ev": 10.0,
  "relative_energy_kcal_mol": 83.17
}



Record 3
{
  "formula": "C5H7NO",
  "method": "ωB97M-V with the def2-TZVPD basis set",
  "species": ["O", "C", "C", "C", "C", "C", "N", "H", "H", "H", "H", "H", "H", "H"],
  "xyz": [[-2.34, 1.10, -0.01], [-1.57, 2.07, -0.56], [-0.23, 1.45, -0.35], [0.50, 0.52, 0.01], [0.57, -0.74, 0.55], [1.18, -2.06, 0.35], [1.11, -1.35, 1.64], [-1.77, -0.24, 0.40], [-1.74, 2.25, -1.64], [-1.63, 3.04, -0.04], [-1.27, -0.89, 0.62], [2.12, -2.09, -0.20], [0.57, -2.96, 0.30], [1.94, -0.95, 2.07]],
  "nbo_charge": [-0.6720, -0.1125, 0.2250, -0.2410, 0.3152, -0.2555, -0.5436, 0.2288, 0.1719, 0.1762, -0.1245, 0.2107, 0.2238, 0.3976],
  "homo_ha": [-0.330, -0.330],
  "energy_ev": -8827.973,
  "orbital_gap_ev": [8.0, 8.0],
  "relative_energy_kcal_mol": 189.77
}



Record 4
{
  "formula": "C3H7BrN3",
  "method": "ωB97M-V with the def2-TZVPD basis set",
  "species": ["C", "C", "C", "N", "N", "N", "Br", "H", "H", "H", "H", "H", "H", "H"],
  "xyz": [[2.24, 0.63, -0.42], [-0.92, 0.35, 0.82], [-0.39, -0.65, -0.20], [1.70, 2.69, 0.66], [2.08, 1.68, 0.16], [0.06, -0.01, -1.21], [3.47, -0.72, -0.01], [-0.09, 0.54, 1.55], [-1.03, 1.29, 0.32], [-1.78, 0.02, 1.44], [-1.10, -1.33, -0.54], [0.21, -1.53, 0.33], [2.13, 3.60, 0.42], [0.47, -0.67, -1.94]],
  "nbo_charge": [0.0724, -0.6336, -0.3587, -0.2239, -0.0203, -0.2182, 0.2385, 0.2202, 0.2381, 0.2534, 0.3493, 0.2980, 0.4039, 0.3809],
  "charge": 1,
  "homo_ha": [-0.519, -0.522],
  "energy_ev": -77723.077,
  "orbital_gap_ev": [6.7, 7.1],
  "relative_energy_kcal_mol": 161.60
}



Record 5
{
  "formula": "C4H4CoO2",
  "method": "ωB97M-V with the def2-TZVPD basis set",
  "species": ["C", "O", "H", "C", "C", "C", "O", "Co", "H", "H", "H"],
  "xyz": [[2.00, -3.65, 0.58], [1.18, -4.38, 0.22], [0.91, -5.31, -0.04], [1.97, -1.22, 1.14], [0.86, -0.50, 1.08], [0.03, 0.47, 0.58], [-0.26, 1.60, 1.01], [-0.25, 2.80, 2.30], [2.39, -1.45, 2.13], [2.76, -1.07, 0.38], [-0.74, -0.45, 0.43]],
  "lowdin_spin": [0.0147, 0.0037, 0.0000, 0.1772, 0.3612, 0.2403, 0.3375, 2.7655, 0.0210, 0.0299, 0.0490],
  "charge": 3,
  "homo_ha": [-0.828, -0.823],
  "energy_ev": -45890.495,
  "orbital_gap_ev": [8.2, 6.7],
  "relative_energy_kcal_mol": 44.98,
  "multiplicity": 5
}



Record 6
{
  "formula": "C24H16Br2CoN2O5S",
  "method": "ωB97M-V with the def2-TZVPD basis set",
  "species": ["Co", "Br", "C", "C", "C", "C", "C", "N", "C", "O", "O", "H", "H", "H", "O", "S", "C", "C", "C", "C", "C", "C", "C", "C", "C", "C", "C", "C", "H", "H", "H", "H", "H", "H", "H", "H", "H", "H", "Br", "C", "C", "N", "C", "C", "C", "C", "O", "O", "H", "H", "H"],
  "xyz": [[0.09, -1.70, -0.68], [1.95, -0.09, 2.05], [0.69, -1.43, 2.45], [0.53, -1.82, 3.76], [-0.37, -2.83, 4.04], [-1.08, -3.40, 3.00], [-0.86, -2.94, 1.72], [0.01, -1.96, 1.44], [-1.61, -3.55, 0.54], [-2.46, -4.38, 0.75], [-1.22, -3.09, -0.61], [1.11, -1.34, 4.54], [-0.52, -3.16, 5.06], [-1.80, -4.19, 3.14], [-0.64, 0.04, -1.32], [-0.54, 1.36, -0.58], [-1.51, 2.48, -1.59], [-2.71, 2.08, -2.17], [-3.43, 3.00, -2.90], [-2.96, 4.31, -3.05], [-1.76, 4.69, -2.48], [-1.02, 3.77, -1.75], [-1.69, 1.18, 0.80], [-2.51, 0.06, 0.85], [-3.34, -0.12, 1.95], [-3.34, 0.82, 2.98], [-2.52, 1.94, 2.91], [-1.68, 2.12, 1.82], [-3.05, 1.06, -2.06], [-4.37, 2.70, -3.36], [-3.54, 5.02, -3.62], [-1.39, 5.70, -2.61], [-0.06, 4.04, -1.31], [-2.48, -0.68, 0.06], [-3.98, -0.99, 2.00], [-3.98, 0.67, 3.84], [-2.52, 2.67, 3.71], [-1.03, 2.98, 1.76], [6.51, -4.08, -2.49], [5.82, -2.33, -2.27], [6.64, -1.23, -2.48], [6.21, 0.02, -2.33], [4.94, 0.20, -1.96], [4.05, -0.84, -1.73], [4.51, -2.14, -1.88], [2.64, -0.54, -1.31], [2.27, 0.62, -1.19], [1.91, -1.60, -1.10], [7.67, -1.37, -2.79], [4.61, 1.23, -1.85], [3.84, -2.97, -1.71]],
  "lowdin_spin": [0.9688, 0.0006, 0.0018, 0.0008, -0.0009, 0.0005, 0.0008, 0.0175, 0.0008, 0.0011, 0.0013, 0.0002, -0.0001, 0.0001, 0.0167, 0.0024, 0.0015, 0.0002, 0.0000, 0.0001, 0.0001, 0.0003, -0.0001, -0.0003, -0.0001, 0.0000, 0.0000, 0.0000, 0.0000, 0.0000, 0.0000, 0.0000, 0.0000, -0.0001, 0.0000, 0.0000, 0.0000, 0.0000, 0.0000, 0.0000, 0.0001, -0.0001, -0.0001, -0.0011, 0.0000, -0.0013, 0.0010, -0.0124, 0.0000, 0.0000, 0.0000],
  "homo_ha": [-0.336, -0.336],
  "energy_ev": -226913.136,
  "orbital_gap_ev": [8.6, 8.8],
  "relative_energy_kcal_mol": 22.39,
  "multiplicity": 2
}



Record 7
{
  "formula": "C7H12NO2P",
  "method": "ωB97M-V with the def2-TZVPD basis set",
  "species": ["C", "C", "C", "C", "C", "C", "C", "N", "O", "O", "P", "H", "H", "H", "H", "H", "H", "H", "H", "H", "H", "H", "H"],
  "xyz": [[0.75, -3.46, -0.42], [0.62, -2.32, -0.76], [1.15, 0.04, -0.10], [-0.91, -0.60, -1.52], [0.48, -0.95, -1.19], [0.90, -0.91, 2.14], [-1.61, 2.89, -0.13], [0.53, 0.08, 1.16], [-1.79, 0.44, 2.41], [-0.81, 2.18, 0.78], [-1.08, 0.60, 1.13], [0.85, -4.46, -0.11], [2.19, -0.27, 0.00], [1.11, 1.04, -0.54], [-1.09, 0.23, -2.17], [-1.70, -1.32, -1.38], [1.13, -0.79, -2.06], [0.06, -1.07, 2.81], [1.18, -1.86, 1.68], [1.74, -0.53, 2.73], [-1.23, 3.92, -0.15], [-2.66, 2.91, 0.16], [-1.53, 2.46, -1.13]],
  "nbo_charge": [-0.2226, -0.0126, -0.1762, -0.3581, -0.4146, -0.4246, -0.2470, -0.7416, -1.0574, -0.8077, 1.9580, 0.2348, 0.2184, 0.2108, 0.1928, 0.2121, 0.2485, 0.2362, 0.2063, 0.1960, 0.1961, 0.1830, 0.1691],
  "homo_ha": [-0.305, -0.316],
  "energy_ev": -22324.254,
  "orbital_gap_ev": [7.9, 7.9],
  "relative_energy_kcal_mol": 63.25
}